[1]
Molecular formula: C33H43N6O6PdTe
Method: DFT, ωB97M-V/def2-TZVPD

Its total energy is -66898.88140 eV. The net charge is +2. The orbital gap (spin up / spin down) comes out at 8.846 / 5.689 eV. The maximum force is 0.23 eV/Å. Its multiplicity is 6.

Each line ends with the Mulliken spin population.
Geometry (Å):
Pd 0.020560 -0.082559 0.442991  1.5133
O -0.783827 -1.375606 -1.195859  0.0736
C -1.216465 -2.714639 -0.848693  0.0003
C -0.055020 -3.685282 -0.770347  -0.0046
C 1.092413 -3.226245 0.142530  0.0080
C 0.643452 -2.985692 1.554344  0.0061
C 0.680142 -4.003364 2.500871  0.0083
C 0.219063 -3.769420 3.782472  -0.0067
C -0.280852 -2.514134 4.098344  0.0056
C -0.293601 -1.549763 3.114798  -0.0162
N 0.162861 -1.773916 1.873977  0.1361
H -0.301050 -1.396742 -2.031192  -0.0037
H -1.950213 -3.039175 -1.586124  0.0016
H -1.726309 -2.598549 0.106147  0.0013
H 0.345990 -3.863377 -1.771864  0.0005
H -0.448635 -4.644173 -0.424019  0.0006
H 1.552856 -2.318464 -0.250564  -0.0031
H 1.863302 -3.996649 0.143869  -0.0008
H 1.073415 -4.971056 2.220216  0.0013
H 0.245147 -4.554794 4.525956  -0.0001
H -0.661512 -2.288403 5.083836  0.0006
H -0.699337 -0.564305 3.300575  -0.0070
C 4.208879 1.049661 -1.920731  0.0008
N 2.829082 1.536848 -2.020639  0.0009
C 2.476493 2.548480 -2.864664  0.0033
C 1.212576 3.009664 -2.936422  0.0008
C 0.237177 2.408120 -2.080405  0.0056
N 0.599635 1.419564 -1.252683  0.0529
C 1.871451 0.973000 -1.226001  -0.0133
O 2.151088 0.028692 -0.451326  0.1002
N -1.025572 2.796906 -2.083097  -0.0041
H 4.788016 1.485460 -2.729349  0.0001
H 4.219019 -0.033341 -2.004288  0.0005
H 4.637384 1.338137 -0.963019  0.0004
H 3.273970 2.948068 -3.475483  -0.0001
H 0.945507 3.799714 -3.620834  0.0000
H -1.318160 3.579145 -2.645071  -0.0007
H -1.669263 2.400502 -1.407132  0.0006
O -3.850913 1.063344 1.279693  0.0151
N -2.698394 1.002305 0.945574  0.0134
O -2.022799 -0.063406 1.163407  0.1296
O -2.096125 1.966082 0.400360  -0.0084
C 3.015989 0.706380 3.279715  0.0198
C 2.312793 1.586259 2.301071  -0.1044
O 2.741289 2.595055 1.775573  0.3271
N 1.054295 1.168727 1.874625  1.7906
Te -0.771401 4.011312 2.021148  0.8515
C -1.086104 5.080106 0.250114  0.0904
C -2.393575 5.348186 -0.175448  -0.0940
C -3.619654 4.962332 0.606161  0.0585
C -2.545727 6.008963 -1.392025  -0.0088
C -1.459596 6.415448 -2.158885  0.0197
C -1.654677 7.163633 -3.446567  -0.0005
C -0.175788 6.128751 -1.695759  0.0068
C 0.036519 5.458491 -0.500888  -0.0891
C 1.443272 5.192682 -0.039526  0.1525
C -1.851723 5.161976 3.374597  0.0345
C -2.799896 4.495223 4.163280  -0.0842
C -3.085088 3.024021 4.033250  0.0683
C -3.537772 5.250713 5.065436  -0.0016
C -3.347514 6.619903 5.199754  0.0345
C -4.144285 7.422857 6.183822  -0.0018
C -2.380734 7.242468 4.408104  0.0000
C -1.621972 6.544984 3.486245  -0.0665
C -0.588718 7.271843 2.668780  0.0739
H 4.027256 1.073220 3.435210  0.0079
H 3.037364 -0.316929 2.900984  -0.0017
H 2.473055 0.701349 4.226762  -0.0015
H -3.603855 3.906649 0.883981  -0.0113
H -4.514965 5.132316 0.011664  0.0017
H -3.708435 5.557993 1.516142  -0.0064
H -3.548856 6.224716 -1.740752  0.0011
H -2.708833 7.259557 -3.697472  -0.0002
H -1.148797 6.664819 -4.274780  0.0018
H -1.231518 8.166230 -3.370632  0.0016
H 0.682596 6.451135 -2.275561  -0.0009
H 2.156375 5.433111 -0.826364  0.0024
H 1.599125 4.149106 0.242926  -0.0470
H 1.699791 5.804755 0.828815  -0.0092
H -2.173609 2.431457 3.903009  -0.0219
H -3.738513 2.816862 3.182610  -0.0055
H -3.581117 2.652427 4.927697  0.0008
H -4.281667 4.755259 5.677703  0.0010
H -4.909406 6.819496 6.667207  -0.0002
H -4.628959 8.265942 5.690490  0.0028
H -3.492080 7.831910 6.957153  0.0032
H -2.212252 8.307103 4.522631  0.0020
H -0.456689 8.285970 3.039270  0.0029
H -0.879994 7.335968 1.619197  -0.0080
H 0.384544 6.775905 2.721358  -0.0052

Atoms 1-2, force components in eV/Å:
-0.02 0.08 0.05
-0.02 -0.05 -0.03

=====

[2]
Molecular formula: C6H10O
Method: DFT, ωB97M-V/def2-TZVPD

Its total energy is -8429.85736 eV. The net charge is 0. The orbital gap comes out at 10.392 eV. The maximum force is 0.35 eV/Å. The structure (SMILES) is C[C@H]1C[C@@]2(O)C[C@@H]12.

Each line ends with the natural charge from an NBO analysis.
Geometry (Å):
C 2.136266 0.395653 -0.202897  -0.6127
C 0.860087 -0.427439 -0.226136  -0.1923
C -0.014912 -0.585530 1.049522  -0.4253
C -1.253097 -0.343594 0.176803  0.2402
O -2.354068 -1.178019 0.121355  -0.6870
C -1.235019 1.065460 -0.295600  -0.4518
C -0.384839 0.014373 -0.995143  -0.2354
H 2.845021 -0.030815 0.516681  0.2087
H 1.970056 1.444728 0.068546  0.2040
H 2.619482 0.373032 -1.186094  0.2107
H 1.102924 -1.439600 -0.572886  0.2033
H 0.137838 0.171716 1.827236  0.1973
H 0.034831 -1.573486 1.506860  0.2177
H -2.979428 -0.913567 0.806920  0.4715
H -2.109483 1.361881 -0.869521  0.2273
H -0.802103 1.854805 0.317991  0.2044
H -0.573558 -0.189596 -2.043636  0.2193

Atoms 1-2, force components in eV/Å:
0.02 0.04 0.00
0.11 0.00 0.00

=====

[3]
Molecular formula: C26H28FI2NNiOS2
Method: DFT, ωB97M-V/def2-TZVPD

Its total energy is -112587.10933 eV. The net charge is 0. The orbital gap (spin up / spin down) comes out at 8.120 / 7.667 eV. The maximum force is 1.41 eV/Å.

Each line ends with the natural charge from an NBO analysis.
Geometry (Å):
Ni 0.149917 -0.148766 -0.024283  1.0948
I -0.463179 2.025180 -1.388108  0.2209
C -1.507343 3.119964 0.073688  -0.7459
I -3.310889 2.264668 0.732290  0.1612
H -1.730294 4.085400 -0.359128  0.2292
H -0.840770 3.201307 0.922798  0.2286
C 3.325998 4.416746 4.498045  -0.5964
C 3.654912 3.069695 3.839984  -0.1122
C 4.030876 3.320502 2.381948  -0.6053
C 4.860824 2.440504 4.550880  -0.5968
C 2.449495 2.135113 3.963196  0.0816
C 1.997111 1.766425 5.245728  -0.1721
C 0.919978 0.927600 5.432628  -0.2286
C 0.269375 0.430299 4.304009  -0.2512
S -1.092719 -0.638420 4.192430  0.4131
C -0.997775 -0.561858 2.467270  0.1098
N -0.038427 0.186339 2.002069  -0.5584
C 0.701400 0.776232 3.028353  0.1910
C 1.788582 1.637645 2.854624  -0.2924
C -1.892840 -1.229143 1.527632  -0.1196
C -2.996750 -1.993044 1.901726  -0.2047
C -3.800576 -2.525853 0.909723  -0.2432
C -3.483817 -2.287278 -0.429825  -0.1898
C -2.369253 -1.534995 -0.776707  -0.2493
C -1.547306 -0.982536 0.200804  -0.2382
H 4.178913 5.095199 4.412558  0.2082
H 3.092689 4.302968 5.558626  0.2069
H 2.465921 4.884902 4.014286  0.2125
H 4.906147 3.972472 2.344235  0.2122
H 3.224967 3.810918 1.831849  0.2132
H 4.276248 2.391816 1.860973  0.2102
H 5.742882 3.073550 4.421856  0.2086
H 5.083657 1.453266 4.137799  0.2103
H 4.688399 2.323835 5.622665  0.2069
H 2.503847 2.154604 6.120761  0.2025
H 0.589654 0.669450 6.430734  0.2217
H 2.099601 1.867111 1.846724  0.2535
H -3.230838 -2.169560 2.947427  0.2054
H -4.665222 -3.123405 1.169784  0.2104
H -4.114783 -2.706149 -1.206781  0.2082
H -2.129225 -1.383832 -1.823630  0.2215
C 1.748003 -5.975857 2.137041  -0.6335
C 2.100557 -4.668595 1.475233  0.0105
C 2.087427 -3.474584 2.192905  -0.2074
C 2.385622 -2.265854 1.578504  -0.2367
C 2.694769 -2.258280 0.227090  -0.1749
C 2.702282 -3.427613 -0.514520  -0.2042
C 2.418088 -4.626925 0.119252  -0.2029
S 3.018821 -0.713742 -0.583643  1.3131
C 4.620480 -0.381692 0.107482  -0.8232
O 2.166883 0.330458 0.160927  -1.0433
H 1.768356 -5.889547 3.222952  0.2156
H 2.441740 -6.764902 1.845398  0.2193
H 0.745691 -6.298514 1.847843  0.2270
H 1.830999 -3.486857 3.246785  0.2124
H 2.362116 -1.336466 2.136008  0.2316
H 2.891173 -3.395182 -1.580834  0.2297
H 2.413722 -5.546422 -0.455939  0.2124
H 4.552702 -0.401094 1.195582  0.2339
H 4.928574 0.601212 -0.247648  0.2396
H 5.310609 -1.146388 -0.252058  0.2363
F 0.683500 -1.247626 -1.436898  -0.7938

Atoms 1-2, force components in eV/Å:
0.48 -0.73 1.10
-0.06 0.42 -0.63

=====

[4]
Molecular formula: C12H34N3O4Ti
Method: DFT, ωB97M-V/def2-TZVPD

Its total energy is -48765.92627 eV. The net charge is 0. The orbital gap (spin up / spin down) comes out at 4.578 / 8.292 eV. The maximum force is 3.63 eV/Å. Its multiplicity is 4.

Each line ends with the natural charge from an NBO analysis.
Geometry (Å):
Ti 0.644083 0.299893 0.814584  0.7167
O 0.693683 2.644633 1.177854  -1.2536
H 0.306803 3.475223 0.838774  0.4326
C -2.541567 2.182883 -2.626416  -0.6091
C -2.134207 2.625513 -1.232286  -0.0559
C -3.297527 2.551623 -0.210656  -0.0603
O -4.457287 3.143213 -0.815616  -0.5481
C -5.660297 3.077893 -0.098256  -0.2468
N -0.980777 1.840183 -0.835986  -0.8885
H -3.418257 2.745773 -2.946836  0.2285
H -2.844997 1.136793 -2.668006  0.1961
H -1.721277 2.332623 -3.328416  0.1995
H -1.862297 3.677643 -1.317006  0.1646
H -2.984667 3.003123 0.730814  0.1773
H -3.465747 1.507293 0.052324  0.1580
H -6.581237 3.513643 -0.485676  0.1993
H -5.460287 3.445223 0.908304  0.1605
H -5.937977 2.070003 0.210204  0.1555
H -0.497837 2.245893 -0.047146  0.3984
H -0.324487 1.888923 -1.602146  0.3553
C 3.926963 -1.823917 0.903074  -0.6291
C 3.596523 -1.056727 -0.395936  -0.0629
C 4.446853 -1.602837 -1.565836  -0.0620
O 4.256733 -0.787187 -2.687096  -0.5607
C 4.982883 -1.022287 -3.857176  -0.2448
N 2.164783 -0.953917 -0.708886  -0.8544
H 4.873813 -1.574027 1.381754  0.2248
H 3.965233 -2.904137 0.762494  0.2008
H 3.119713 -1.583217 1.594814  0.2336
H 3.906743 -0.012807 -0.350176  0.2005
H 4.091013 -2.622077 -1.716206  0.1517
H 5.482093 -1.612077 -1.224806  0.1707
H 5.866453 -0.396137 -3.733306  0.1796
H 4.427183 -0.614257 -4.701466  0.1883
H 5.116853 -2.081727 -4.075646  0.1734
H 2.099953 -0.581697 -1.645556  0.3766
H 1.808403 -1.885257 -0.869186  0.3565
C -1.133177 -1.798767 4.233054  -0.6180
C -0.305747 -1.777567 2.964764  -0.0745
C -1.292107 -1.725517 1.758174  -0.0714
O -0.531987 -1.765617 0.525344  -0.5783
C -1.377257 -1.642237 -0.631396  -0.2738
N 0.536753 -0.673357 3.088564  -0.8383
H -1.858907 -2.611527 4.261884  0.2109
H -1.724567 -0.894447 4.376504  0.2106
H -0.465947 -1.887807 5.090364  0.2062
H 0.254063 -2.709807 2.889604  0.2006
H -1.919297 -0.834137 1.771264  0.1957
H -1.909387 -2.623547 1.733644  0.1792
H -0.862147 -1.758897 -1.584886  0.1958
H -1.804257 -0.648147 -0.763916  0.2105
H -2.243027 -2.304367 -0.620086  0.1745
H 0.953833 -0.842267 3.992784  0.3675
H 0.077153 0.204293 3.285074  0.3802

Atoms 1-2, force components in eV/Å:
0.35 1.54 -0.09
-0.34 -0.81 -0.14